*1*
A 2-piece molecular cluster, CHF3O overall, computed with the ωB97M-V functional and the def2-TZVPD basis.

XYZ file:
```
6
Properties=species:S:1:pos:R:3:mulliken_charge:R:1
C 0.6128 -0.6370 -0.6368 0.637
O 0.9686 -1.6899 -0.9697 -0.329
F -1.2015 1.3724 0.7369 -0.381
F -0.2037 0.1865 -1.2239 -0.130
F 0.7909 -0.1668 0.6014 -0.180
H -0.9672 0.9348 1.4921 0.383
```

Results
SMILES string	O=C(F)F.F
frontier orbital gap	13.5	eV

---

*2*
A 2-piece molecular cluster, CHF3O overall, computed with the ωB97M-V functional and the def2-TZVPD basis.

XYZ file:
```
6
Properties=species:S:1:pos:R:3:mulliken_charge:R:1
C -2.8276 0.2083 -0.1119 0.663
O -2.7621 1.2541 0.4047 -0.338
F 0.0500 -0.4481 0.5768 -0.387
F -2.2405 -0.1768 -1.2498 -0.155
F -3.4509 -0.8369 0.4613 -0.172
H 0.6142 -0.8536 1.2277 0.390
```

Results
SMILES string	O=C(F)F.F
frontier orbital gap	13.2	eV

---

Relative to the most stable one, in hartree, the structures come out at *1* 0.0067; *2* 0.0000.

---

*1*
One molecule with the formula C2H2F3I, computed with the ωB97M-V functional and the def2-TZVPD basis.

XYZ file:
```
8
Properties=species:S:1:pos:R:3:mulliken_charge:R:1
C 0.8264 -0.2899 0.0049 -0.376
C -0.7332 0.4243 0.0896 0.372
F 1.9087 0.5157 0.0043 -0.256
F -0.8204 1.1854 1.1502 -0.201
F -0.8282 1.1543 -1.0192 -0.201
I -2.2172 -1.0642 0.0475 0.101
H 0.7808 -0.7094 -1.0156 0.286
H 1.0831 -1.2162 0.7381 0.275
```

Results
SMILES string	FCC(F)(F)I
frontier orbital gap	10.6	eV

---

*2*
A 2-piece molecular cluster, C2H2F3I overall, computed with the ωB97M-V functional and the def2-TZVPD basis.

XYZ file:
```
8
Properties=species:S:1:pos:R:3:mulliken_charge:R:1
C 1.1460 0.1795 0.0382 -0.225
C -0.9095 -0.3715 0.0599 0.195
F 1.2178 0.8916 -1.0823 -0.219
F -1.2369 -0.9864 -1.1020 -0.190
F -1.1136 -1.2037 1.0594 -0.190
I -2.1166 1.4044 0.2473 0.058
H 1.6257 -0.7857 -0.0920 0.296
H 1.3871 0.8718 0.8716 0.275
```

Results
frontier orbital gap	9.7	eV

---

Relative to the most stable one, in hartree, the structures come out at *1* 0.0000; *2* 0.0442.

---

*1*
A 2-piece molecular cluster, C3H4ClFO overall, computed with the ωB97M-V functional and the def2-TZVPD basis.

XYZ file:
```
10
Properties=species:S:1:pos:R:3:mulliken_charge:R:1
C -1.5474 -0.0669 -0.6602 0.296
C -0.6003 -0.0673 0.3666 0.392
C 0.2309 0.4231 1.2496 -0.928
O -1.0043 -1.2530 -0.1945 -0.390
F 2.8701 -0.6366 -1.1871 -0.388
Cl -3.2445 0.1588 -0.4333 -0.159
H -1.2088 0.1547 -1.7345 0.243
H 3.3312 -0.0581 -0.6572 0.386
H 0.3850 1.4687 1.3422 0.237
H 0.7880 -0.1236 1.9083 0.310
```

Results
SMILES string	C=C1O[C@H]1Cl.F
frontier orbital gap	10.6	eV

---

*2*
A 2-piece molecular cluster, C3H4ClFO overall, computed with the ωB97M-V functional and the def2-TZVPD basis.

XYZ file:
```
10
Properties=species:S:1:pos:R:3:mulliken_charge:R:1
C 0.8117 0.9925 -0.2173 0.074
C -0.4098 0.4147 0.0868 0.480
C -1.6326 0.1074 -0.1566 -0.723
O 0.4729 0.5714 1.0873 -0.401
F 0.6050 -2.0702 0.3126 -0.359
Cl 2.2780 0.2341 -0.8852 -0.174
H 0.9601 2.0593 -0.4752 0.293
H 1.3481 -2.5199 0.6718 0.362
H -2.0921 0.4012 -1.1446 0.237
H -2.3413 -0.1906 0.7203 0.210
```

Results
SMILES string	C=C1O[C@H]1Cl.F
frontier orbital gap	10.5	eV

---

Relative to the most stable one, in hartree, the structures come out at *1* 0.0000; *2* 0.0076.

---

*1*
One molecule with the formula C3H4ClFO, computed with the ωB97M-V functional and the def2-TZVPD basis.

XYZ file:
```
10
Properties=species:S:1:pos:R:3:mulliken_charge:R:1
C 0.4466 1.1446 0.1262 0.252
C 0.3515 -0.3768 0.0595 -0.688
C -0.8598 -1.2759 0.0836 0.100
H 1.4510 1.3321 -0.1048 0.320
H 0.4158 -0.5481 -0.9666 0.339
H 1.3428 -0.8634 0.6120 0.254
H -0.6040 -2.2566 -0.4448 0.268
O -1.8500 -0.7452 0.3163 -0.387
F 0.1987 1.8828 1.3234 -0.266
Cl -0.8925 1.7065 -1.0048 -0.192
```

Results
SMILES string	O=CC[C@H](F)Cl
frontier orbital gap	10.7	eV

---

*2*
One molecule with the formula C3H4ClFO, computed with the ωB97M-V functional and the def2-TZVPD basis.

XYZ file:
```
10
Properties=species:S:1:pos:R:3:mulliken_charge:R:1
C -1.5123 -0.4784 0.1834 -0.630
C 0.4474 0.5977 -0.3246 -0.233
C 1.7478 0.2553 -0.2293 0.342
H -2.3647 0.2517 0.0715 0.244
H -1.1242 -0.2046 1.2187 0.324
H -1.8070 -1.5232 0.0636 0.226
H 0.1947 1.6202 -0.1505 0.396
O -0.5144 -0.2859 -0.6914 -0.308
F 2.6648 1.1741 -0.0070 -0.215
Cl 2.2678 -1.4069 -0.1342 -0.146
```

Results
SMILES string	CO/C=C(/F)Cl
frontier orbital gap	10.0	eV

---

*3*
One molecule with the formula C3H4ClFO, computed with the ωB97M-V functional and the def2-TZVPD basis.

XYZ file:
```
10
Properties=species:S:1:pos:R:3:mulliken_charge:R:1
C 0.3977 -0.6138 0.0783 -0.379
C -0.4592 0.5999 0.0647 0.448
C -1.9351 0.2657 0.0785 -0.241
H 0.1361 -1.1890 1.0790 0.280
H 0.1405 -1.3052 -0.7030 0.301
H -2.3399 0.8341 -0.6672 0.335
H -2.3014 0.4464 1.0990 0.236
O -0.1080 1.7531 -0.0739 -0.528
F -2.0920 -1.0922 -0.1328 -0.289
Cl 2.1197 -0.2643 -0.0206 -0.162
```

Results
SMILES string	O=C(CF)CCl
frontier orbital gap	11.1	eV

---

Relative to the most stable one, in hartree, the structures come out at *1* 0.0543; *2* 0.0433; *3* 0.0000.